Model A:
C3H8NS | the ωB97M-V functional and the def2-TZVPD basis

Calculated values
spin multiplicity = 1
HOMO-LUMO gap = 6.7 eV
charge = -1
LUMO energy = 4.0726 eV

Each atom is followed by the atoms it is bonded to, with distances in Å.
CARTESIAN COORDINATES (ANGSTROEM)
1 C -0.646 0.367 -1.972  S2 1.849, H3 1.090, H4 1.092, H5 1.095
2 S -0.822 1.765 -0.775  C1 1.849
3 H -1.379 -0.428 -1.837  C1 1.090
4 H 0.388 0.025 -1.890  C1 1.092
5 H -0.755 0.716 -3.004  C1 1.095
6 C 1.241 -2.415 1.541  C7 1.341, H9 1.084, H10 1.081
7 C 0.622 -1.432 0.872  C6 1.341, N8 1.393, H11 1.084
8 N 0.438 -0.160 1.409  C7 1.393, H12 1.007, H13 1.058
9 H 1.799 -2.200 2.445  C6 1.084
10 H 1.242 -3.439 1.193  C6 1.081
11 H 0.122 -1.621 -0.071  C7 1.084
12 H 1.286 0.232 1.785  N8 1.007
13 H -0.064 0.568 0.828  N8 1.058

Charges computed using natural (NBO), reported in e:
1 C -0.74
2 S -0.70
3 H 0.17
4 H 0.18
5 H 0.18
6 C -0.58
7 C 0.04
8 N -0.88
9 H 0.17
10 H 0.18
11 H 0.19
12 H 0.35
13 H 0.42

---

Model B:
C3H8NS | the ωB97M-V functional and the def2-TZVPD basis

Calculated values
spin multiplicity = 1
HOMO-LUMO gap = 6.4 eV
charge = -1
LUMO energy = 4.1512 eV

Each atom is followed by the atoms it is bonded to, with distances in Å.
CARTESIAN COORDINATES (ANGSTROEM)
1 C 0.394 -0.362 -0.656  C2 1.543, C4 1.630, H6 1.079, H7 1.007
2 C -0.399 -1.671 -0.458  C1 1.543, S3 1.862, H8 1.077, H9 1.197
3 S -2.223 -1.317 -0.581  C2 1.862
4 C -0.267 0.704 0.384  C1 1.630, N5 1.564, H10 1.146, H11 0.995
5 N 0.721 1.892 0.624  C4 1.564, H12 1.038, H13 1.120
6 H 0.247 0.111 -1.615  C1 1.079
7 H 1.364 -0.527 -0.444  C1 1.007
8 H -0.082 -2.175 0.440  C2 1.077
9 H 0.031 -2.233 -1.423  C2 1.197
10 H -0.441 0.346 1.459  C4 1.146
11 H -1.143 1.022 0.036  C4 0.995
12 H 0.192 2.688 1.031  N5 1.038
13 H 1.606 1.520 1.201  N5 1.120

Charges computed using natural (NBO), reported in e:
1 C -0.41
2 C -0.50
3 S -0.73
4 C -0.19
5 N -0.91
6 H 0.20
7 H 0.17
8 H 0.17
9 H 0.15
10 H 0.15
11 H 0.20
12 H 0.35
13 H 0.34

---

Model C:
C3H8NS | the ωB97M-V functional and the def2-TZVPD basis

Calculated values
spin multiplicity = 1
HOMO-LUMO gap = 6.7 eV
charge = -1
LUMO energy = 4.2283 eV

Each atom is followed by the atoms it is bonded to, with distances in Å.
CARTESIAN COORDINATES (ANGSTROEM)
1 C 0.895 -0.830 -1.998  S2 1.928, H3 1.151, H4 1.126, H5 1.209
2 S 1.228 0.794 -1.014  C1 1.928
3 H 0.303 -0.711 -2.978  C1 1.151
4 H 0.553 -1.762 -1.468  C1 1.126
5 H 2.071 -0.956 -2.245  C1 1.209
6 C -0.521 0.556 2.130  N8 1.510, H9 1.066, H10 1.058, H11 1.113
7 C -1.672 -0.752 0.524  N8 1.305, H12 1.214, H13 1.165
8 N -1.521 -0.527 1.800  C6 1.510, C7 1.305
9 H -0.362 0.741 3.167  C6 1.066
10 H 0.343 0.549 1.519  C6 1.058
11 H -1.091 1.450 1.790  C6 1.113
12 H -1.989 -1.891 0.246  C7 1.214
13 H -1.039 -0.279 -0.332  C7 1.165

Charges computed using natural (NBO), reported in e:
1 C -0.77
2 S -0.74
3 H 0.17
4 H 0.17
5 H 0.21
6 C -0.47
7 C -0.12
8 N -0.43
9 H 0.18
10 H 0.25
11 H 0.19
12 H 0.14
13 H 0.22

---

Model D:
C3H8NS | the ωB97M-V functional and the def2-TZVPD basis

Calculated values
spin multiplicity = 1
HOMO-LUMO gap = 6.4 eV
charge = -1
LUMO energy = 4.1391 eV

Each atom is followed by the atoms it is bonded to, with distances in Å.
CARTESIAN COORDINATES (ANGSTROEM)
1 C 0.509 -0.329 0.242  C2 1.570, C4 1.431, H6 1.045, H7 1.093
2 C 0.216 0.332 1.635  C1 1.570, S3 1.901, H8 1.047, H9 1.123
3 S 0.507 2.209 1.702  C2 1.901
4 C -0.507 0.091 -0.674  C1 1.431, N5 1.506, H10 1.096, H11 1.198
5 N -0.023 -0.328 -2.037  C4 1.506, H12 1.021, H13 1.024
6 H 1.455 0.062 0.032  C1 1.045
7 H 0.384 -1.415 0.214  C1 1.093
8 H -0.772 0.055 1.841  C2 1.047
9 H 0.736 -0.069 2.545  C2 1.123
10 H -1.463 -0.262 -0.274  C4 1.096
11 H -0.601 1.282 -0.588  C4 1.198
12 H 0.302 -1.281 -1.873  N5 1.021
13 H -0.743 -0.348 -2.765  N5 1.024

Charges computed using natural (NBO), reported in e:
1 C -0.45
2 C -0.49
3 S -0.75
4 C -0.24
5 N -0.84
6 H 0.22
7 H 0.16
8 H 0.15
9 H 0.18
10 H 0.15
11 H 0.23
12 H 0.33
13 H 0.34

---

model A is preferred energetically. Next in line: 38.7 kJ/mol higher.

---

Model A:
C2H9N5 | the ωB97M-V functional and the def2-TZVPD basis

Calculated values
spin multiplicity = 1
HOMO-LUMO gap = 9.5 eV
LUMO energy = 0.5927 eV

Each atom is followed by the atoms it is bonded to, with distances in Å.
CARTESIAN COORDINATES (ANGSTROEM)
1 C -0.840 0.014 1.107  N2 1.293, H15 1.103
2 N -0.041 0.770 0.428  C1 1.293, C3 1.427, N4 1.412
3 C 1.253 0.292 0.062  N2 1.427, N5 1.350, N7 1.269
4 N -0.341 2.054 -0.079  N2 1.412, H8 1.015, H9 1.019
5 N 1.523 -0.949 0.521  C3 1.350, H10 1.013, H11 1.003
6 N -1.708 -1.899 -0.845  H13 1.013, H14 1.014, H16 1.030
7 N 1.996 1.101 -0.573  C3 1.269, H12 1.012
8 H -0.656 2.671 0.663  N4 1.015
9 H 0.504 2.410 -0.523  N4 1.019
10 H 0.727 -1.448 0.900  N5 1.013
11 H 2.286 -1.466 0.125  N5 1.003
12 H 2.913 0.745 -0.811  N7 1.012
13 H -2.652 -2.239 -0.705  N6 1.013
14 H -1.745 -1.220 -1.597  N6 1.014
15 H -1.780 0.551 1.321  C1 1.103
16 H -1.439 -1.388 0.008  N6 1.030

Charges computed using natural (NBO), reported in e:
1 C -0.16
2 N -0.25
3 C 0.58
4 N -0.67
5 N -0.82
6 N -1.08
7 N -0.77
8 H 0.36
9 H 0.41
10 H 0.43
11 H 0.40
12 H 0.36
13 H 0.35
14 H 0.35
15 H 0.14
16 H 0.36

---

Model B:
C2H9N5 | the ωB97M-V functional and the def2-TZVPD basis

Calculated values
spin multiplicity = 1
HOMO-LUMO gap = 7.5 eV
LUMO energy = 0.7222 eV

Each atom is followed by the atoms it is bonded to, with distances in Å.
CARTESIAN COORDINATES (ANGSTROEM)
1 C 1.861 -0.732 0.042  N2 1.441, H5 1.101, H6 1.093, H7 1.121
2 N 0.915 -0.077 -0.826  C1 1.441, N3 1.415
3 N 0.885 1.295 -0.486  N2 1.415, H4 1.018, N11 1.584
4 H 0.602 1.809 -1.318  N3 1.018
5 H 2.859 -0.268 0.023  C1 1.101
6 H 1.960 -1.772 -0.280  C1 1.093
7 H 1.573 -0.762 1.125  C1 1.121
8 C -1.036 0.212 0.124  N9 1.361, N10 1.347, N11 1.385
9 N -1.882 0.169 -0.942  C8 1.361, H12 1.009, H13 1.011
10 N -1.241 -0.683 1.109  C8 1.347, H14 1.009, H15 1.010
11 N -0.419 1.420 0.404  N3 1.584, C8 1.385, H16 1.012
12 H -1.757 0.945 -1.574  N9 1.009
13 H -1.895 -0.718 -1.427  N9 1.011
14 H -1.844 -1.472 0.932  N10 1.009
15 H -0.460 -0.856 1.726  N10 1.010
16 H -0.120 1.490 1.368  N11 1.012

Charges computed using natural (NBO), reported in e:
1 C -0.43
2 N -0.60
3 N -0.31
4 H 0.33
5 H 0.18
6 H 0.19
7 H 0.10
8 C 0.71
9 N -0.79
10 N -0.78
11 N -0.58
12 H 0.40
13 H 0.40
14 H 0.40
15 H 0.41
16 H 0.37

---

Model C:
C2H9N5 | the ωB97M-V functional and the def2-TZVPD basis

Calculated values
spin multiplicity = 1
HOMO-LUMO gap = 8.4 eV
LUMO energy = 1.0161 eV

Each atom is followed by the atoms it is bonded to, with distances in Å.
CARTESIAN COORDINATES (ANGSTROEM)
1 N 1.170 -0.631 -0.665  C2 1.320, N4 1.419
2 C 0.443 0.210 0.045  N1 1.320, C3 1.491, N5 1.345
3 C -0.963 -0.170 -0.276  C2 1.491, N6 1.467, N7 1.444
4 N 2.540 -0.712 -0.305  N1 1.419, H9 1.019, H10 1.015
5 N 0.863 1.332 0.654  C2 1.345, H11 1.009, H12 1.010
6 N -1.834 1.008 -0.360  C3 1.467, H13 1.014, H15 1.016
7 N -1.448 -1.086 0.729  C3 1.444, H14 1.011, H16 1.020
8 H -0.111 -1.028 -1.111  no bonds
9 H 2.681 -1.517 0.305  N4 1.019
10 H 3.065 -0.872 -1.159  N4 1.015
11 H 0.138 1.931 1.021  N5 1.009
12 H 1.859 1.493 0.713  N5 1.010
13 H -2.803 0.712 -0.384  N6 1.014
14 H -2.278 -1.569 0.415  N7 1.011
15 H -1.657 1.509 -1.227  N6 1.016
16 H -1.665 -0.608 1.604  N7 1.020

Charges computed using natural (NBO), reported in e:
1 N -0.44
2 C 0.43
3 C -0.04
4 N -0.70
5 N -0.80
6 N -0.88
7 N -0.84
8 H 0.31
9 H 0.35
10 H 0.35
11 H 0.42
12 H 0.42
13 H 0.36
14 H 0.36
15 H 0.36
16 H 0.34

---

Model D:
C2H9N5 | the ωB97M-V functional and the def2-TZVPD basis

Calculated values
spin multiplicity = 1
HOMO-LUMO gap = 10.3 eV
LUMO energy = 0.9169 eV

Each atom is followed by the atoms it is bonded to, with distances in Å.
CARTESIAN COORDINATES (ANGSTROEM)
1 C -2.340 -0.377 0.216  C2 1.431, H4 1.095, H5 1.089, H6 1.089
2 C -1.634 -0.170 -1.011  C1 1.431, N3 1.146
3 N -1.044 -0.030 -1.984  C2 1.146
4 H -1.671 -0.081 1.031  C1 1.095
5 H -3.239 0.237 0.238  C1 1.089
6 H -2.605 -1.428 0.319  C1 1.089
7 N 2.239 -0.267 -0.408  N8 1.233, N9 1.312
8 N 1.622 -1.280 -0.073  N7 1.233, H11 1.037
9 N 1.857 0.461 -1.430  N7 1.312, H13 1.006, H14 1.024
10 N 0.418 0.745 1.733  H12 1.072, H15 1.013, H16 1.015
11 H 0.854 -1.562 -0.711  N8 1.037
12 H 0.811 -0.225 1.498  N10 1.072
13 H 2.287 1.364 -1.534  N9 1.006
14 H 1.005 0.245 -1.957  N9 1.024
15 H 0.345 0.968 2.718  N10 1.013
16 H 1.096 1.400 1.357  N10 1.015

Charges computed using natural (NBO), reported in e:
1 C -0.75
2 C 0.36
3 N -0.41
4 H 0.30
5 H 0.26
6 H 0.25
7 N 0.04
8 N -0.47
9 N -0.62
10 N -1.13
11 H 0.29
12 H 0.40
13 H 0.38
14 H 0.39
15 H 0.36
16 H 0.36

---

model D is preferred energetically. Next in line: 63.1 kJ/mol higher.